[1]
Density functional theory data (ωB97M-V/def2-TZVPD) for a 2-piece molecular cluster, C4H7N3 overall.

Calculated values
Gap between HOMO and LUMO (eV): 10.255
Highest occupied orbital energy (eV): -9.32
DFT total energy (hartree): -320.735963
Relative energy (zero: lowest compared OMol25 entry of this formula, charge and spin) (kcal/mol): 92.46

Structure (ORCA input):
```
! RIJCOSX wB97M-V def2-TZVPD def2/J DEFGRID3
* xyz 0 1
C 2.74228 -0.13696 0.22385
N 1.52749 -0.51192 -0.48947
C -0.52975 1.33869 -0.56558
C -1.51641 0.70477 -0.29363
C -2.78651 0.04315 -0.00304
N -0.21487 -1.74159 0.49506
N 0.69252 -1.18907 0.09817
H 2.62379 -0.11262 1.31284
H 3.02355 0.86173 -0.12073
H 3.54487 -0.82966 -0.04406
H 0.33632 1.90097 -0.82561
H -2.95953 -0.80421 -0.67347
H -2.81913 -0.32929 1.02474
H -3.59708 0.76444 -0.14155
*
```


[2]
Density functional theory data (ωB97M-V/def2-TZVPD) for C4H7N3 in the gas phase.

Calculated values
Gap between HOMO and LUMO (eV): 9.113
Highest occupied orbital energy (eV): -8.15
DFT total energy (hartree): -320.680739
SMILES: C1=NC[C@@H]2CN2N1
Relative energy (zero: lowest compared OMol25 entry of this formula, charge and spin) (kcal/mol): 127.11

Structure (ORCA input):
```
! RIJCOSX wB97M-V def2-TZVPD def2/J DEFGRID3
* xyz 0 1
C 1.50779 0.67853 -0.30910
N 1.58082 0.24930 0.90499
C 0.32460 -0.36986 1.41100
C -0.73159 -0.07964 0.56545
C -1.62710 -0.62086 -0.60996
N -0.21694 -0.39919 -0.72313
N 0.43746 0.64188 -1.07694
H 2.22051 1.36568 -0.57015
H 0.37151 0.08032 2.33413
H 0.56685 -1.41598 1.36162
H -0.80090 0.96344 0.45981
H -2.35999 0.00553 -1.03298
H -1.84446 -1.71573 -0.63857
H 0.57143 0.61657 -2.07617
*
```


[3]
Density functional theory data (ωB97M-V/def2-TZVPD) for C4H7N3 in the gas phase.

Calculated values
Gap between HOMO and LUMO (eV): 10.005
Highest occupied orbital energy (eV): -9.07
DFT total energy (hartree): -320.805579
SMILES: [H]/N=C/[C@@H]1N=C1NC
Relative energy (zero: lowest compared OMol25 entry of this formula, charge and spin) (kcal/mol): 48.77

Structure (ORCA input):
```
! RIJCOSX wB97M-V def2-TZVPD def2/J DEFGRID3
* xyz 0 1
H 2.49240 1.37703 -1.76315
N 1.57528 1.02241 -1.47963
C 1.61816 -0.21440 -1.19268
C 0.39090 -0.97855 -0.82644
N -0.88581 -0.74773 -1.65511
C -0.85771 -0.36403 -0.45809
N -1.56572 0.20368 0.52576
C -0.97803 0.44724 1.82269
H 2.53975 -0.81366 -1.21268
H 0.57501 -2.01785 -0.54991
H -2.46641 0.59482 0.29628
H -0.06728 -0.14756 1.88755
H -0.71854 1.50035 1.97864
H -1.65202 0.13825 2.62677
*
```


[4]
Density functional theory data (ωB97M-V/def2-TZVPD) for C4H7N3 as an isolated structure.

Calculated values
Gap between HOMO and LUMO (eV): 9.219
Highest occupied orbital energy (eV): -8.52
DFT total energy (hartree): -320.719781
Relative energy (zero: lowest compared OMol25 entry of this formula, charge and spin) (kcal/mol): 102.61

Structure (ORCA input):
```
! RIJCOSX wB97M-V def2-TZVPD def2/J DEFGRID3
* xyz 0 1
C -1.16296 0.72966 -0.30984
C -1.14906 -0.46802 0.60570
N 0.20506 -0.58279 1.13416
C 1.23005 -0.33890 0.27878
N 2.43083 -0.73710 0.41974
C 0.73338 0.48651 -0.87971
N 1.06381 0.94682 -1.96093
H -0.24754 0.92422 -1.56006
H -1.16508 1.67777 0.23245
H -2.04813 0.71097 -0.96486
H -1.44989 -1.36868 0.04923
H -1.83586 -0.34042 1.44555
H 0.39127 -1.25950 1.85297
H 3.00412 -0.38051 -0.34319
*
```


Copy entry 1 word for word.
Density functional theory data (ωB97M-V/def2-TZVPD) for a 2-piece molecular cluster, C4H7N3 overall.

Calculated values
Gap between HOMO and LUMO (eV): 10.255
Highest occupied orbital energy (eV): -9.32
DFT total energy (hartree): -320.735963
Relative energy (zero: lowest compared OMol25 entry of this formula, charge and spin) (kcal/mol): 92.46

Structure (ORCA input):
```
! RIJCOSX wB97M-V def2-TZVPD def2/J DEFGRID3
* xyz 0 1
C 2.74228 -0.13696 0.22385
N 1.52749 -0.51192 -0.48947
C -0.52975 1.33869 -0.56558
C -1.51641 0.70477 -0.29363
C -2.78651 0.04315 -0.00304
N -0.21487 -1.74159 0.49506
N 0.69252 -1.18907 0.09817
H 2.62379 -0.11262 1.31284
H 3.02355 0.86173 -0.12073
H 3.54487 -0.82966 -0.04406
H 0.33632 1.90097 -0.82561
H -2.95953 -0.80421 -0.67347
H -2.81913 -0.32929 1.02474
H -3.59708 0.76444 -0.14155
*
```


- The highest relative energy (zero: lowest compared OMol25 entry of this formula, charge and spin) belongs to which entry?
  number 2